Density functional theory data (the ωB97M-V functional and the def2-TZVPD basis) for a molecular structure, FNO4S.

The geometry in XYZ format:
```
7
Properties=species:S:1:pos:R:3:forces:R:3
S -2.3865 0.3873 0.3692 -2.3591 -1.0517 -2.2235
F 1.2212 1.0920 -1.0985 0.1552 -1.6077 1.2047
O 0.9644 -1.1517 -0.5703 0.6843 0.9772 0.3809
O -3.3593 -0.1652 -0.5823 1.2894 1.3465 1.6452
O 2.0740 0.1392 0.8047 0.1839 0.0956 0.5220
O -1.2698 -0.4508 0.6131 0.8959 -0.1951 0.6852
N 1.4571 -0.1986 -0.1054 -0.8496 0.4351 -2.2146
```
Forces are in eV/Å.

Results
Frontier orbital gap (eV): 10.8
Relative energy (zero: lowest compared OMol25 entry of this formula, charge and spin) (kJ/mol): 149.5
Strongest force on any atom (eV/Å): 3.4
Highest occupied orbital energy (eV): -12.28



Density functional theory data (the ωB97M-V functional and the def2-TZVPD basis) for a molecular structure, FeI.

The geometry in XYZ format:
```
2
Properties=species:S:1:pos:R:3:forces:R:3
I 6.4352 -16.2486 -26.3486 -1.4559 -2.0401 0.6001
Fe 4.9022 -18.3952 -25.7172 1.4559 2.0401 -0.6001
```
Forces are in eV/Å.

Results
Frontier orbital gap (alpha / beta) (eV): 6.7 / 6.6
Expectation value of S²: 6.01
Spin multiplicity: 5
Net charge: +1
Relative energy (zero: lowest compared OMol25 entry of this formula, charge and spin) (kJ/mol): 48.8
Strongest force on any atom (eV/Å): 2.6
Highest occupied orbital energy (alpha / beta) (eV): -14.53 / -14.44



Density functional theory data (the ωB97M-V functional and the def2-TZVPD basis) for a molecular structure, H10NaO5.

The geometry in XYZ format:
```
16
Properties=species:S:1:pos:R:3:forces:R:3
Na 2.5303 18.8345 7.1643 -0.1500 -0.3024 -0.5429
O -0.5426 20.7797 7.8343 0.0416 -0.2089 0.1403
O 2.8332 16.5664 6.5516 -0.1197 0.0417 0.1932
O 1.8260 20.9730 6.0195 0.4561 -0.0552 0.1839
O 4.5748 19.6269 5.7407 0.1208 0.2303 0.4319
O 0.2236 17.5906 7.4069 0.0310 0.0619 0.0280
H -0.3270 17.1328 6.7586 0.0511 0.1514 0.0287
H 1.5864 21.0803 5.0892 -0.1594 -0.1453 0.1224
H -1.0507 21.5938 7.7476 0.0415 -0.0612 0.0520
H 3.4842 15.8574 6.6118 -0.0186 0.1005 -0.0593
H 0.3819 21.0468 7.8008 -0.2093 0.2203 -0.2078
H 2.6278 21.5026 6.1085 -0.1661 0.1448 -0.0885
H -0.4127 18.0150 8.0011 0.1063 0.0466 -0.1098
H 4.7825 20.5198 6.0477 0.0505 -0.0847 -0.1465
H 1.9860 16.1572 6.7757 0.1435 0.0332 0.0307
H 5.4531 19.2636 5.5586 -0.2192 -0.1730 -0.0565
```
Forces are in eV/Å.

Results
Frontier orbital gap (eV): 10.9
Net charge: +1
Relative energy (zero: lowest compared OMol25 entry of this formula, charge and spin) (kJ/mol): 64.4
Strongest force on any atom (eV/Å): 0.6
Highest occupied orbital energy (eV): -14.57



Density functional theory data (the ωB97M-V functional and the def2-TZVPD basis) for 5 unconnected molecules or ions with the total composition H10O4S.

The geometry in XYZ format:
```
15
Properties=species:S:1:pos:R:3:forces:R:3
S 1.7867 -1.9942 -1.5831 1.0057 -1.2428 -0.6247
O -0.2060 1.3595 -1.6225 -0.1214 -0.6517 -0.7767
O 0.5830 -0.8965 2.0519 0.6110 -0.6845 -1.9637
O -1.4304 -0.9000 -0.0663 1.9646 -0.9327 0.3228
O -0.3277 1.8821 0.9695 -1.4595 1.3616 0.1144
H -0.9026 1.8413 -2.0899 0.2589 -0.1324 -0.0043
H 0.5981 -1.4299 -1.8960 -0.0851 0.8820 0.7913
H 0.2845 1.4229 1.5088 1.0013 -0.9588 0.9604
H -0.2916 1.6308 -0.6991 -0.0216 0.3526 0.5865
H -0.9197 2.3422 1.6036 0.4940 -0.3949 -0.7365
H 2.3816 -1.4242 -0.4814 -1.0274 0.5629 -0.2748
H 1.3777 -1.4373 2.1437 0.1238 0.1339 0.9055
H -0.9377 -0.4366 -0.7500 -0.6897 0.8458 -0.2130
H 0.3565 -1.1599 1.1226 -0.8608 0.6290 1.2973
H -2.3523 -0.8003 -0.2118 -1.1938 0.2301 -0.3843
```
Forces are in eV/Å.

Results
Frontier orbital gap (alpha / beta) (eV): 9.5 / 4.4
Expectation value of S²: 0.75
Spin multiplicity: 2
Net charge: +1
Relative energy (zero: lowest compared OMol25 entry of this formula, charge and spin) (kJ/mol): 94.2
Strongest force on any atom (eV/Å): 2.2
Highest occupied orbital energy (alpha / beta) (eV): -14.82 / -14.82



Density functional theory data (the ωB97M-V functional and the def2-TZVPD basis) for 5 unconnected molecules or ions with the total composition H10O4S2.

The geometry in XYZ format:
```
16
Properties=species:S:1:pos:R:3:forces:R:3
S 5.6065 -1.4563 0.0671 0.4128 -0.2967 0.6636
S 4.8773 -0.2753 -1.3961 -0.5987 0.1068 -0.5076
O 1.3155 2.9616 3.8648 -0.2202 -0.4943 0.0391
O -4.0114 -1.8275 -0.7487 0.4078 0.0330 0.0150
O 1.2459 0.5684 1.3657 0.0357 0.1240 0.0416
O -6.3908 -0.2538 -3.8478 -0.7181 -0.8406 -0.6238
H 0.5495 0.2963 1.9687 0.0245 -0.1194 0.0489
H 5.9929 0.2724 -1.8846 0.3084 0.0051 0.0558
H -5.8352 -0.5853 -3.1357 0.1341 0.8792 -0.0499
H 5.8842 -2.6111 -0.5717 -0.1295 0.1884 -0.2004
H 1.2738 2.3260 4.5875 0.2071 0.1937 0.2562
H 2.0190 0.7337 1.9192 -0.0846 -0.0073 -0.0637
H -6.3674 0.6834 -4.0502 0.6001 -0.0800 0.7040
H -3.5899 -0.9596 -0.7282 -0.1225 -0.0642 0.0089
H 0.6963 2.5651 3.2417 0.0373 0.2975 -0.3278
H -3.2661 -2.4379 -0.6517 -0.2941 0.0747 -0.0598
```
Forces are in eV/Å.

Results
Frontier orbital gap (eV): 9.9
Relative energy (zero: lowest compared OMol25 entry of this formula, charge and spin) (kJ/mol): 94.3
Strongest force on any atom (eV/Å): 1.3
Highest occupied orbital energy (eV): -9.69



Density functional theory data (the ωB97M-V functional and the def2-TZVPD basis) for 5 unconnected molecules or ions with the total composition H10O5.

The geometry in XYZ format:
```
15
Properties=species:S:1:pos:R:3:forces:R:3
O -1.5487 -1.6317 -2.2919 -0.3690 -0.6134 -1.7822
O 0.5803 -0.2777 2.3761 -2.3350 1.5391 1.6145
O 2.1713 2.2593 -0.1369 2.2407 -0.5434 -2.0561
O -0.2707 0.9853 -0.8509 -0.0239 0.3726 -0.0360
O -0.6857 -1.4697 0.4241 -0.6364 0.9876 -0.0736
H 1.3953 -0.3617 1.9701 2.8641 -0.4802 -1.3167
H 1.8483 2.6153 0.6401 -1.2665 0.9788 2.2345
H -1.1967 1.1683 -1.0249 -0.0108 0.2588 -0.1000
H -2.0027 -0.9517 -2.8099 0.2716 -0.1866 0.4820
H -0.3457 -2.3317 0.2131 0.4408 -0.4320 0.3757
H -1.4127 -1.3347 -1.4119 -0.0086 0.6755 1.1934
H -0.2967 0.1243 -0.4269 0.0161 -0.6388 0.1102
H 1.5933 1.5753 -0.4469 -0.9339 -0.2290 -0.1951
H -0.3437 -1.0607 1.2601 -0.0098 -0.8459 -0.4359
H 0.5143 0.6913 2.5161 -0.2392 -0.8432 -0.0146
```
Forces are in eV/Å.

Results
Frontier orbital gap (eV): 11.3
Relative energy (zero: lowest compared OMol25 entry of this formula, charge and spin) (kJ/mol): 109.1
Strongest force on any atom (eV/Å): 3.2
Highest occupied orbital energy (eV): -11.14



Density functional theory data (the ωB97M-V functional and the def2-TZVPD basis) for 5 unconnected molecules or ions with the total composition H10O5.

The geometry in XYZ format:
```
15
Properties=species:S:1:pos:R:3:forces:R:3
O 1.0777 -1.2108 2.6891 1.7747 -3.6792 -3.7311
O -0.0511 0.0402 0.3440 1.0110 -0.1155 -0.4431
O -2.7115 0.5279 -0.1199 0.1768 -0.3026 -1.0803
O 0.6130 -1.3098 -1.7329 -3.5799 7.3071 -3.1561
O 1.1822 2.8807 -0.1611 -4.0978 -0.4110 -0.5330
H 0.1473 -0.3997 -0.5197 0.0119 0.2574 0.9807
H 0.6059 -0.8184 1.8855 0.6567 -0.3646 1.1504
H 1.6069 -2.0937 2.1631 -2.4263 4.0858 2.5595
H -3.4169 0.3573 0.4882 -0.5954 -0.0359 0.7294
H 0.7589 -0.8755 -2.6421 -0.2220 -1.1974 2.2040
H 2.0702 2.8246 -0.0645 4.4290 0.1046 0.4865
H 0.9152 1.9503 -0.0654 -0.4226 0.1837 0.1375
H -0.9733 0.2714 0.2760 -0.8559 0.2968 0.2264
H 1.0571 -2.0448 -1.6963 4.0015 -6.4902 0.1986
H -2.8815 -0.0996 -0.8439 0.1383 0.3611 0.2706
```
Forces are in eV/Å.

Results
Frontier orbital gap (eV): 10.4
Relative energy (zero: lowest compared OMol25 entry of this formula, charge and spin) (kJ/mol): 203.1
Strongest force on any atom (eV/Å): 8.7
Highest occupied orbital energy (eV): -10.30



Density functional theory data (the ωB97M-V functional and the def2-TZVPD basis) for a molecular structure, H10O5.

The geometry in XYZ format:
```
15
Properties=species:S:1:pos:R:3:forces:R:3
O -30.0576 -3.6471 25.2442 -7.3598 0.9682 3.2507
O -27.6494 -5.6160 22.2721 0.6506 -0.6466 -0.9696
O -29.7281 -7.5750 23.7309 -1.9169 -4.5062 -1.4923
O -28.2497 -3.9302 24.4644 12.0179 8.0061 -2.7580
O -28.9870 -5.6732 24.3468 -4.3097 -5.8983 1.0498
H -29.1089 -6.5337 23.9457 0.7532 -0.2799 0.2164
H -29.7016 -5.5999 24.9794 -0.6339 0.1702 0.3829
H -28.3320 -4.8652 24.6517 2.6996 -0.6688 0.5542
H -29.3605 -3.9593 24.6673 -1.8948 1.7994 -0.0323
H -27.3382 -3.7234 24.6707 0.2143 0.8605 -0.0126
H -28.4444 -6.0802 22.5343 0.1303 0.3914 -0.5484
H -29.3554 -8.4272 23.5046 0.1831 -0.4350 -0.3189
H -27.9090 -4.6953 22.2386 -0.1167 0.2727 0.2788
H -30.2752 -7.7483 24.4970 -0.3569 -0.0035 0.2923
H -30.0784 -2.7003 25.1050 -0.0604 -0.0302 0.1070
```
Forces are in eV/Å.

Results
Frontier orbital gap (eV): 8.4
Relative energy (zero: lowest compared OMol25 entry of this formula, charge and spin) (kJ/mol): 737.5
Strongest force on any atom (eV/Å): 14.7
Highest occupied orbital energy (eV): -8.52



Density functional theory data (the ωB97M-V functional and the def2-TZVPD basis) for 5 unconnected molecules or ions with the total composition H10O5.

The geometry in XYZ format:
```
15
Properties=species:S:1:pos:R:3:forces:R:3
O -0.7675 2.6029 1.8329 0.0571 0.1338 0.1265
O 0.3011 -0.0921 -3.0859 -0.2405 0.0489 -0.2452
O 0.7636 -1.5046 1.3063 0.2910 -0.0187 0.3593
O -0.1319 0.7982 -0.4413 -0.0316 -0.0176 -0.0881
O -0.4910 -2.4832 -1.0338 0.1725 -0.0348 0.1176
H 1.1696 -0.3441 -2.7637 -0.0450 -0.0426 0.0899
H -0.5642 2.4752 2.7661 -0.0542 0.0247 -0.0653
H 1.0438 -0.8718 1.9774 0.0280 -0.0847 -0.0653
H -0.0837 0.5042 0.4709 -0.0801 0.0025 0.0136
H 0.0497 -2.0685 -0.3424 -0.4110 0.0178 -0.2637
H -0.2644 -0.1384 -2.3013 0.3872 0.0740 -0.1099
H -1.2893 -1.9477 -1.0706 0.0403 -0.0194 0.0221
H -0.7688 3.5599 1.7143 -0.0131 -0.0863 0.0121
H 1.4160 -2.2153 1.3521 -0.0927 0.0680 0.0254
H -0.3829 1.7252 -0.3811 -0.0079 -0.0656 0.0709
```
Forces are in eV/Å.

Results
Frontier orbital gap (eV): 10.1
Relative energy (zero: lowest compared OMol25 entry of this formula, charge and spin) (kJ/mol): 113.3
Strongest force on any atom (eV/Å): 0.5
Highest occupied orbital energy (eV): -10.14



Density functional theory data (the ωB97M-V functional and the def2-TZVPD basis) for 5 unconnected molecules or ions with the total composition H10O5.

The geometry in XYZ format:
```
15
Properties=species:S:1:pos:R:3:forces:R:3
O -1.8047 -1.2781 -0.7025 0.9025 -0.1820 -0.0263
O 0.3394 -0.1449 -1.8821 -0.0222 0.9118 -0.2661
O -0.8224 -0.0778 1.7818 -1.6019 -0.7630 -0.1160
O 0.4521 1.9214 -0.0151 0.4638 -0.9392 1.0921
O 2.0213 -0.4714 0.8074 -0.6746 -0.2055 -0.0830
H 0.1662 0.4642 -2.6118 0.0057 -0.6276 -0.6470
H -2.3712 -0.7791 -1.2816 -0.8340 0.2670 -0.0777
H 1.3616 1.5278 0.0662 -1.0199 0.5029 0.1324
H -1.5421 0.1051 2.4307 0.9260 -0.1512 -0.6080
H -0.0292 1.5595 0.7864 0.6257 0.3542 -1.2218
H 0.3334 0.5648 -1.2083 0.1054 -0.2002 0.7416
H -1.2717 -0.7066 1.1325 0.6562 1.0785 0.5645
H -0.9508 -1.0951 -1.1680 -0.2513 -0.2082 0.3401
H 1.4583 -0.1777 1.5277 0.1672 0.3401 0.7058
H 1.3598 -1.0569 0.4103 0.5513 -0.1775 -0.5306
```
Forces are in eV/Å.

Results
Frontier orbital gap (eV): 11.9
Relative energy (zero: lowest compared OMol25 entry of this formula, charge and spin) (kJ/mol): 57.6
Strongest force on any atom (eV/Å): 1.8
Highest occupied orbital energy (eV): -11.46



Density functional theory data (the ωB97M-V functional and the def2-TZVPD basis) for 5 unconnected molecules or ions with the total composition H10O5.

The geometry in XYZ format:
```
15
Properties=species:S:1:pos:R:3:forces:R:3
O 0.0883 0.5290 -0.3730 -0.0522 0.2219 0.1890
O -2.9633 1.7697 1.5222 -0.2814 0.0032 0.0307
O 4.5932 0.8430 0.8082 0.1729 -0.1737 0.0549
O 1.6201 -3.0638 1.0010 -0.1988 0.2184 -0.0892
O -3.8514 0.5988 -2.6563 -0.0030 0.2080 0.0029
H 1.9245 -3.6484 0.3068 0.0776 -0.1363 -0.1969
H -2.2451 1.3850 1.0199 0.2750 -0.1263 -0.2679
H -3.1374 0.2788 -3.2077 0.1567 -0.0450 -0.1705
H 2.0380 -3.3965 1.7953 0.0928 -0.0233 0.2431
H 0.0127 0.5816 -1.3258 -0.0499 0.0958 -0.2365
H 4.8334 1.7312 0.5444 0.0940 0.2137 -0.0566
H 3.6372 0.8293 0.7619 -0.3002 -0.0509 -0.0062
H -2.5402 2.1551 2.2895 0.0783 0.0998 0.1823
H 0.2361 -0.3998 -0.1950 0.0872 -0.3393 0.1674
H -4.2462 -0.1932 -2.2915 -0.1490 -0.1660 0.1536
```
Forces are in eV/Å.

Results
Frontier orbital gap (eV): 11.5
Relative energy (zero: lowest compared OMol25 entry of this formula, charge and spin) (kJ/mol): 128.2
Strongest force on any atom (eV/Å): 0.4
Highest occupied orbital energy (eV): -11.11



Density functional theory data (the ωB97M-V functional and the def2-TZVPD basis) for 5 unconnected molecules or ions with the total composition H10O5.

The geometry in XYZ format:
```
15
Properties=species:S:1:pos:R:3:forces:R:3
O -2.0358 -1.0111 -2.2565 -1.1500 0.3712 -0.9684
O -0.5458 1.1589 1.5575 0.3737 -0.0301 0.8204
O 1.1592 -0.5631 -1.2295 -1.3862 1.5974 -0.0120
O 2.2272 1.5669 1.1315 -1.2217 -0.0452 1.4303
O -1.0148 -1.0761 0.2185 -1.2083 0.6791 -1.6939
H -0.9468 -0.2521 0.6855 -0.2709 1.5494 0.1861
H -0.6218 -1.5871 0.8565 1.2349 -2.8789 2.3209
H 2.8162 1.6679 0.4125 0.6003 0.0900 -1.2909
H -0.4208 1.2899 2.5195 -0.1754 0.0444 -0.8233
H -1.1888 1.7899 1.2415 -0.3217 0.4573 0.1131
H -1.8798 -1.2461 -1.3485 0.5447 -0.1951 0.3756
H 1.3082 1.5629 0.8075 0.7467 -0.1040 -0.0903
H 0.5802 -0.8931 -0.5305 -0.3101 0.1831 -0.3002
H -1.2748 -1.2291 -2.7875 0.4509 -0.0960 0.2044
H 1.8382 -1.1791 -1.2785 2.0931 -1.6228 -0.2717
```
Forces are in eV/Å.

Results
Frontier orbital gap (eV): 10.6
Relative energy (zero: lowest compared OMol25 entry of this formula, charge and spin) (kJ/mol): 121.7
Strongest force on any atom (eV/Å): 3.9
Highest occupied orbital energy (eV): -10.45